1.
A single C6H12N2 molecule. Source: the Open Molecules 2025 dataset; level of theory: wB97M-V/def2-TZVPD.

gap between HOMO and LUMO	9.66	eV
highest occupied orbital energy	-8.7	eV
total charge	0
SMILES	N[C@@]12CCC[C@H]1NC2
LUMO energy	0.03461	hartree

Atoms and positions in Å:
N 0.4529 -1.1637 0.9992
C -0.0746 0.2706 0.5722
C 1.0841 1.1466 0.4109
C 1.6145 0.6363 -0.9065
C 0.5363 -0.1287 -1.4415
C -0.7207 0.0602 -0.6840
N -1.6477 -0.9885 -0.0534
C -1.4371 -0.0292 1.2437
H -0.2923 -1.7586 0.8064
H 0.3851 -1.2439 2.1037
H 1.6414 0.8674 1.4035
H 0.8739 2.0883 0.4164
H 2.6058 0.0627 -0.9774
H 1.8101 1.2934 -1.8951
H 0.3860 -0.0383 -2.5275
H 0.7566 -1.2502 -1.0682
H -1.4043 0.9415 -1.3815
H -2.6507 -0.8485 -0.4267
H -1.5246 -0.7555 2.0572
H -2.3947 0.8380 1.3485

Force components x, y, z for each atom (eV/Å):
2.924 1.421 3.071
-2.233 -2.195 4.145
2.867 -4.668 3.823
4.025 1.897 -3.182
-1.884 -7.338 -2.839
-2.259 1.402 -4.098
-2.740 3.066 -0.713
-4.628 1.261 -0.502
-1.045 -1.535 -1.015
0.768 0.899 -2.681
0.097 1.011 -2.163
-1.288 5.876 0.049
-1.491 0.612 1.002
-0.102 0.355 3.024
0.346 -0.489 0.294
-0.305 1.863 -1.852
1.715 -1.902 2.983
2.065 -0.281 0.651
0.237 1.009 0.514
2.932 -2.266 -0.510

---

2.
A gas-phase ion, C21H37N4O4S (charge +1). Source: the Open Molecules 2025 dataset; level of theory: wB97M-V/def2-TZVPD.

gap between HOMO and LUMO	8.28	eV
highest occupied orbital energy	-12.5	eV
total charge	+1
LUMO energy	-0.15653	hartree

Atoms and positions in Å:
C -1.4793 3.6311 -3.4506
C -1.2654 2.1192 -4.0499
C -2.4970 1.0740 -3.7093
C -2.5439 0.9562 -2.0481
C -3.9428 1.5658 -1.4095
C -3.5713 2.1219 0.0868
C -3.9620 1.1173 1.3216
C -3.5457 -0.4525 1.1032
C -2.1935 -0.9305 1.9034
C -1.0111 0.1927 2.0100
N 0.4015 -0.3296 2.0131
C 0.9854 -1.4882 2.4531
O 0.2763 -2.6265 3.0545
C 0.5667 -3.8637 2.3138
C 0.2927 -3.7950 0.7002
C 1.6212 -4.0289 -0.2406
C 1.4131 -3.1378 -1.6371
S 2.8448 -1.6197 2.2660
C 3.0093 0.2691 2.0289
C 4.2695 0.3045 0.9326
C 5.6665 -0.2406 1.6543
N 6.1032 -1.5152 1.3465
O 3.4270 1.0376 3.2452
C 3.7204 2.4389 2.9061
N 4.0411 3.6363 2.4698
C 1.4829 0.5979 1.4292
C 1.4755 0.7140 -0.2335
O 2.0739 2.0058 -0.7044
N 1.2269 2.5753 -1.6097
O 1.7832 3.5904 -2.0033
H -2.2417 4.1799 -4.1480
H -0.4236 4.1345 -3.3969
H -1.9238 3.6622 -2.3520
H -1.1598 2.1150 -5.2348
H -0.2869 1.6169 -3.5942
H -2.2876 -0.0055 -4.1319
H -3.5510 1.4421 -4.0755
H -2.3627 -0.1770 -1.8049
H -1.6223 1.5497 -1.5958
H -4.7146 0.6587 -1.3308
H -4.3507 2.4093 -2.1136
H -4.2235 3.1093 0.2447
H -2.4528 2.4651 0.2107
H -5.1473 1.1355 1.4521
H -3.5354 1.5875 2.3322
H -4.4405 -1.0991 1.5573
H -3.4417 -0.7938 -0.0110
H -1.8748 -1.9621 1.4534
H -2.5408 -1.1597 3.0225
H -1.1499 0.9506 2.9227
H -1.1127 0.8813 1.0400
H -0.1626 -4.6984 2.7505
H 1.6618 -4.2579 2.5372
H -0.2238 -2.8166 0.3196
H -0.4605 -4.6819 0.4327
H 1.7688 -5.1393 -0.5976
H 2.6270 -3.6511 0.2226
H 0.8303 -2.1355 -1.4607
H 0.9128 -3.7572 -2.5003
H 2.4842 -2.8137 -2.0525
H 4.3956 1.3556 0.4248
H 3.9914 -0.5323 0.1340
H 6.2990 0.3889 2.4178
H 6.9683 -1.7662 1.8743
H 1.2163 1.6167 1.9872
H 0.3632 0.7074 -0.6554
H 2.0013 -0.2279 -0.7150

Force components x, y, z for each atom (eV/Å):
0.018 -0.560 -0.065
-0.375 -1.026 -0.416
0.449 0.218 1.325
-0.022 -0.055 -0.815
1.405 -1.120 0.464
-1.274 0.993 0.536
-0.783 0.286 -0.151
-0.244 -0.473 0.708
-0.952 -0.507 1.514
-1.722 1.127 -0.945
3.024 -2.541 0.260
-1.382 -0.867 0.380
1.924 3.565 -2.669
0.018 -2.591 -0.816
0.044 -1.147 -0.667
-0.129 0.852 -1.391
1.153 -0.005 -0.382
-2.472 1.769 1.074
0.534 -0.832 -2.233
0.198 -0.927 -0.069
1.342 -3.707 -0.680
-2.095 5.192 1.319
-0.248 3.207 -2.027
1.936 5.972 -3.268
-3.017 -10.965 4.096
0.773 2.870 0.913
-1.385 -0.790 -0.097
-0.424 -3.144 1.851
2.340 4.252 -1.480
-2.437 -3.168 0.796
1.667 -0.774 1.356
-2.226 -0.647 -0.341
0.902 -0.321 -2.268
0.005 0.353 2.569
-2.031 1.155 -1.022
-0.375 2.325 0.578
2.172 -0.638 0.520
-0.566 2.082 -0.124
-1.884 -1.121 -0.977
1.453 2.228 -0.207
0.779 -1.661 1.502
1.498 -2.073 -0.145
-2.059 -0.732 -0.593
2.612 0.013 -0.365
-0.803 -1.243 -2.123
2.108 1.285 -0.999
-0.266 1.068 2.024
-0.193 2.171 0.837
0.912 0.409 -2.414
0.379 -1.952 -1.847
0.508 -1.532 2.030
1.564 2.228 -0.614
-2.099 1.090 -0.436
0.962 -1.679 1.129
1.550 2.053 0.659
-0.373 2.157 1.082
-2.035 -0.808 -0.526
0.891 -1.995 -0.254
0.781 1.294 1.851
-2.287 -0.788 0.868
-0.234 -2.037 1.178
0.843 2.013 1.582
-1.634 -0.814 -1.600
-0.744 0.632 -0.367
0.550 -1.732 -1.805
2.247 -0.020 1.130
-0.773 2.136 1.063

---

3.
3 unconnected molecules or ions with the total composition C4H5NO. Source: the Open Molecules 2025 dataset; level of theory: wB97M-V/def2-TZVPD.

gap between HOMO and LUMO (alpha / beta)	7.65 / 7.65	eV
highest occupied orbital energy (alpha / beta)	-9.4 / -9.4	eV
total charge	0
LUMO energy (alpha / beta)	-0.06262 / -0.06263	hartree

Atoms and positions in Å:
C 1.3900 -0.7775 -0.1760
C 0.1019 -0.1397 -0.5630
C -0.2172 0.6420 1.4216
O -0.6274 1.1689 2.3429
C -2.0691 0.8589 -0.2079
N -3.1748 1.1409 -0.4593
H 2.1275 -0.0650 0.1970
H 1.7663 -1.2117 -1.1174
H 1.2565 -1.5950 0.5350
H -0.7032 -0.8019 -0.8505
H 0.1357 0.7830 -1.1302

Force components x, y, z for each atom (eV/Å):
-0.015 0.031 0.106
0.329 -0.192 -0.183
-0.554 0.682 1.094
0.539 -0.676 -1.124
-1.059 0.313 -0.213
0.916 -0.244 0.196
-0.109 -0.100 -0.074
-0.083 0.057 0.065
0.019 0.109 -0.117
0.065 0.109 0.104
-0.048 -0.089 0.146

---

4.
36 unconnected molecules or ions with the total composition H72O36. Source: the Open Molecules 2025 dataset; level of theory: wB97M-V/def2-TZVPD.

gap between HOMO and LUMO	10.73	eV
highest occupied orbital energy	-10.7	eV
total charge	0
LUMO energy	0.00029	hartree

Atoms and positions in Å:
O 1.9769 -2.6574 2.5170
H 1.3583 -2.6842 3.2622
H 2.3837 -3.5493 2.3782
O -3.3654 4.2926 2.1278
H -3.8781 5.0899 2.3309
H -3.7035 3.4654 2.4670
O 4.5268 -2.4512 -0.0335
H 4.7981 -1.8405 0.7233
H 4.2643 -3.2355 0.4170
O 0.0137 0.4022 5.0595
H -0.7037 0.1272 5.6050
H 0.1001 -0.4257 4.4594
O -0.5289 2.4888 3.5108
H -0.3492 1.6245 3.9497
H 0.2393 2.7873 3.0663
O -4.6298 0.9663 -2.7441
H -4.5079 1.6740 -2.0861
H -3.8692 1.0192 -3.4043
O 1.7199 4.1664 2.8758
H 1.4206 4.6200 2.0820
H 1.1569 4.4984 3.6010
O -2.0447 4.9092 -0.1456
H -2.4007 4.5083 0.6995
H -2.5121 4.3392 -0.7407
O -2.7118 -2.8214 2.4218
H -3.0658 -2.2036 3.0467
H -2.4997 -2.4064 1.5074
O -4.8265 -1.8488 0.8333
H -4.8952 -2.1963 -0.0785
H -4.4129 -2.3816 1.4924
O 3.5225 -4.6889 -4.1137
H 3.1131 -5.1389 -3.4165
H 2.7243 -4.4385 -4.5619
O -3.2185 1.2878 3.0478
H -3.1935 0.9089 2.1281
H -2.3223 1.6729 3.1715
O 0.5372 2.9753 -2.4737
H 1.0261 3.3927 -1.7568
H 1.0479 2.1404 -2.8258
O 0.2282 -2.3812 -2.1818
H -0.2792 -2.5336 -1.3588
H 0.8669 -1.6898 -1.9975
O 4.1069 -0.9427 2.1714
H 3.7601 -0.0321 2.2628
H 3.4479 -1.5247 2.5535
O 3.1489 -4.7967 1.1123
H 2.2378 -5.0459 0.9359
H 3.6149 -5.4523 1.6030
O 1.3112 -3.7397 -5.8840
H 1.2309 -3.7212 -6.8437
H 0.5192 -3.2824 -5.4515
O 2.5493 -1.5245 -4.4836
H 2.3273 -2.3375 -4.9212
H 3.1982 -1.7446 -3.8034
O -3.7385 0.9418 0.2785
H -2.8579 1.0918 -0.0731
H -4.1488 0.0077 0.1538
O 0.2475 -5.3120 0.7701
H -0.1916 -4.6149 0.2691
H -0.1382 -5.2692 1.6433
O -3.6534 -1.4527 -1.9639
H -4.2090 -0.6687 -2.2789
H -3.4749 -2.0279 -2.7544
O 1.4807 1.0165 -4.0843
H 1.4304 1.6248 -4.7844
H 1.8809 0.2161 -4.3889
O -2.4670 1.2111 -4.4210
H -1.5383 0.9328 -4.4467
H -2.4312 2.1689 -4.0955
O 4.7614 -2.0970 -2.7448
H 4.8304 -2.2505 -1.7944
H 4.8109 -2.9762 -3.0694
O 2.7216 2.1436 -0.8711
H 3.3832 2.3774 -1.5531
H 2.9623 2.5882 -0.0674
O -1.7479 -2.0401 0.0149
H -1.3131 -1.1732 0.1600
H -2.4180 -1.8818 -0.6653
O -0.2066 -1.7806 3.3563
H -0.0520 -1.4841 2.4720
H -1.0668 -2.2918 3.2127
O -3.5396 -1.1410 4.1338
H -4.2935 -1.4010 4.6493
H -3.5486 -0.1768 3.9001
O 0.5896 5.2599 0.1546
H -0.3306 4.9538 -0.0236
H 0.7981 6.0175 -0.3815
O 2.3371 -0.4988 -0.5171
H 2.7075 0.3968 -0.6140
H 3.0681 -1.1615 -0.3539
O -2.2903 3.5310 -3.1433
H -1.3612 3.4671 -2.8470
H -2.3177 4.3889 -3.5787
O 0.3939 4.6197 5.1404
H 0.7688 4.6679 6.0106
H -0.0866 3.7623 4.9534
O -0.9749 1.5483 -0.2145
H -0.5026 1.7991 -1.0145
H -0.3314 1.2537 0.4748
O 2.7022 1.6281 3.0655
H 2.3089 2.5011 2.9997
H 2.8501 1.5723 4.0331
O 0.7441 0.1954 1.5864
H 1.4191 0.6958 2.1065
H 1.3072 -0.2747 0.9550
O -0.1908 -1.5337 -4.9346
H 0.6164 -0.9953 -4.9847
H -0.2580 -1.7158 -3.9434

Force components x, y, z for each atom (eV/Å):
1.099 -1.077 -0.138
-0.066 -0.065 -0.192
-0.438 0.977 0.083
0.661 0.856 -0.468
-0.106 -0.918 0.197
-0.573 -0.190 0.401
1.028 2.047 0.636
-0.602 -0.711 -1.075
-0.664 -1.325 0.415
1.047 -1.533 -1.632
-0.978 -0.105 0.858
-0.194 1.357 0.757
-1.833 -0.535 1.050
0.346 0.276 0.028
1.241 0.336 -0.932
0.615 0.116 -0.637
0.133 -0.523 -0.329
-0.826 0.054 0.984
-0.044 -0.210 -0.182
-0.107 0.198 -0.531
0.318 0.223 0.306
-0.282 -0.428 1.293
0.446 0.797 -0.260
-0.215 -0.429 -1.228
1.408 -1.276 -2.708
-0.586 1.399 0.714
-0.311 -0.588 1.872
-1.266 1.752 -1.554
0.470 -0.349 1.085
0.630 -1.265 0.160
0.994 0.733 -0.859
-0.363 -1.344 2.139
-0.603 0.574 -1.325
0.702 -0.044 -0.549
-0.398 0.630 0.439
-0.418 -0.098 -0.084
0.321 -1.672 -1.029
0.213 -0.276 0.052
-1.062 2.002 1.044
-0.539 -0.494 0.054
0.262 0.427 -0.477
0.385 0.259 0.405
0.707 1.270 0.008
0.227 -0.636 0.022
-0.789 -0.371 0.085
0.319 1.326 -0.336
-0.541 -0.519 -0.074
0.138 -1.003 0.394
-0.800 0.311 1.063
-0.272 0.161 0.255
1.120 -0.332 -1.207
0.066 1.073 0.241
-0.223 -0.749 -0.583
0.490 0.045 0.373
-1.853 -1.523 0.576
0.546 -0.624 -0.490
1.584 2.025 0.174
0.414 -0.004 -0.335
-0.006 0.025 0.052
-0.276 0.071 0.339
-0.350 -0.605 -1.223
0.818 -0.482 0.315
-0.374 1.026 1.055
-0.698 0.244 1.862
0.012 1.099 -1.588
1.000 -1.266 -0.250
0.356 1.245 0.165
-0.371 -0.220 0.043
0.055 -1.318 -0.460
-0.071 1.051 0.152
-0.132 0.306 0.519
0.030 -1.425 -0.977
0.355 -0.088 -1.109
-0.395 -0.100 0.645
0.329 0.490 0.598
0.968 0.357 0.390
-0.384 -0.406 -0.247
-0.461 0.412 -0.414
-2.118 -1.288 0.969
0.713 0.913 -1.004
0.866 0.572 0.516
0.506 0.467 0.178
-0.548 0.234 0.274
-0.162 -0.327 0.098
0.477 -1.000 0.530
0.025 0.550 -0.105
-0.255 0.347 -0.274
0.542 -1.202 0.145
0.007 -0.293 -0.099
-0.767 0.884 -0.223
0.376 0.483 0.261
0.098 -0.232 0.070
-0.205 0.066 -0.067
-0.949 -0.609 -1.077
0.074 -0.388 0.551
0.534 0.916 0.582
-0.226 -0.363 0.632
0.329 0.083 -0.035
-0.190 0.150 -0.586
0.389 -0.760 1.093
-0.166 1.152 -0.450
-0.032 -0.359 -0.764
0.208 0.602 0.560
-0.637 -0.361 0.006
0.299 -0.268 -0.706
-0.245 -0.147 1.505
-0.419 -0.423 0.013
0.096 0.178 -1.408

---

Here are the calculated ΔE to the lowest compared entry with this formula, charge and spin numbers, same order: 162.3 138.5 124.6 12.8 (kcal/mol).
Here are the calculated largest force on an atom numbers, same order: 8.1 12.1 1.4 3.3 (eV Å⁻¹).
Here are the calculated DFT total energy numbers, same order: -9389.81019 -47339.76682 -7761.12432 -74885.98939 (eV).